Computed, not measured: C5H10O3 in the gas phase in a non-equilibrium geometry, with ωB97M-V/def2-TZVPD.

Geometry as ORCA input:
```
! wB97M-V def2-TZVPD RIJCOSX def2/J DEFGRID3
* xyz 0 1
O 2.9078 -0.5018 -0.4167
C -0.7551 0.6465 -1.7508
H 0.1836 0.6026 -2.3057
H 3.0281 0.4621 -0.3969
C 0.7204 -1.1011 1.4372
O 1.5541 -0.6525 -0.8259
C -1.7750 0.4022 0.5614
H -1.5482 0.5413 1.6158
H 0.5170 -0.4925 2.3225
H -2.3026 -0.5354 0.4102
C -0.5217 0.4410 -0.2739
H -0.0052 -1.9058 1.3524
H -1.4003 -0.1425 -2.1290
C 0.7047 -0.2310 0.1931
H 1.7206 -1.5272 1.5294
H -1.2229 1.6164 -1.9194
O 0.6250 1.1558 0.3448
H -2.4303 1.2220 0.2515
*
```

Computed properties:
* HOMO level: -0.3846 hartree
* structure (SMILES): CC1(C)O[C@]1(C)OO
* maximum force: 0.01951 Eh/bohr
* Kohn-Sham gap: 11.321 eV
* molecular weight: 118.13 g mol⁻¹

***

Computed, not measured: a molecular structure, C11H18ClIInN2O2P in a non-equilibrium geometry, with ωB97M-V/def2-TZVPD.

Geometry as ORCA input:
```
! wB97M-V def2-TZVPD RIJCOSX def2/J DEFGRID3
* xyz 2 1
C 1.3855 1.3938 0.1345
H 3.9811 0.7540 -3.6039
H 0.5743 1.9638 0.5843
H 2.2355 0.4827 -3.8931
C -3.1332 0.5723 1.9511
C 3.1654 -2.0039 -2.6095
C -1.8869 -1.8777 1.7464
H 4.7106 0.8916 -0.7080
O -1.2322 4.4687 -2.6599
O -5.8374 -1.4985 3.2310
I -0.4194 0.6207 -2.1291
P 2.9322 -0.4177 -1.7281
C -1.8194 0.4467 1.5031
H -3.5878 1.5632 1.9450
H 1.7404 1.9038 -0.7602
N -5.6882 0.7703 3.2298
H 4.7127 -0.8099 -0.1489
C -3.8283 -0.5690 2.3660
C 4.5976 -0.1546 -1.0197
H 3.0237 -2.8192 -1.8889
H 2.4195 -2.0829 -3.4122
Cl 1.8798 -2.8162 0.9311
H -5.0973 1.5886 3.2424
C 2.9832 0.7613 -3.1433
H 2.2346 1.3573 0.8336
H 4.1856 -2.0304 -3.0182
C -0.7261 3.5052 -2.3310
C -3.2004 -1.8199 2.2039
In 0.8256 -0.8329 0.2729
N -1.2187 -0.7565 1.3740
H 5.3498 -0.4066 -1.7779
H -6.5409 0.8114 3.7693
H -1.2216 1.3188 1.2254
H -3.7244 -2.7446 2.4440
H 2.7571 1.7744 -2.7977
C -5.1933 -0.4871 2.9769
H -1.3386 -2.8210 1.6650
*
```

Computed properties:
* HOMO level (alpha / beta): -0.5579 / -0.5579 hartree
* maximum force: 0.06390 Eh/bohr
* Kohn-Sham gap (alpha / beta): 5.123 / 4.615 eV
* molecular weight: 518.43 g mol⁻¹

***

Computed, not measured: 13 unconnected molecules or ions with the total composition C26H78O13S13 in a non-equilibrium geometry, with ωB97M-V/def2-TZVPD.

Geometry as ORCA input:
```
! wB97M-V def2-TZVPD RIJCOSX def2/J DEFGRID3
* xyz 0 1
H 5.1930 1.7057 -1.4302
H 0.1005 1.3391 -2.0672
O 5.1439 -1.0862 -0.4016
H -0.3154 -6.4597 4.2202
C 1.9522 -4.3198 5.8809
O 3.2520 3.2101 -4.0722
H 4.4113 -1.8478 5.4168
H -1.7540 0.6192 4.6854
H -6.4582 0.8432 -1.2632
H -5.2571 3.2906 0.6704
H 2.2441 4.2475 -1.4771
H -3.3832 -1.3193 0.0695
S 3.5305 2.1113 -3.1488
H -5.9179 0.8299 -2.9534
S -4.1602 0.0492 -1.6497
H 2.3141 5.9038 0.3467
C -1.7701 0.7116 -5.1427
C 3.8452 1.7185 2.0034
C 1.5594 3.3072 2.6397
H -1.0557 -2.8162 -5.2870
H -0.8664 4.4357 -3.7076
H -2.2858 -1.8379 -6.3336
H -0.6984 -1.1593 -0.6058
H -1.5036 1.7559 -5.1429
S 3.6938 -4.0708 5.4704
O -3.9103 1.1288 1.7457
H -4.7824 -2.0637 -0.7614
H -2.2602 0.5522 -4.2204
H 5.2066 -3.6042 -2.0894
H 1.3728 7.4519 0.2594
S -1.9743 -1.7526 4.7547
H -2.1463 -2.9027 -1.7929
C -4.4002 -1.1563 -0.3144
C 1.5135 4.6899 -2.1253
H -2.3427 -1.8028 -4.5579
H 4.4687 -4.6472 -0.8722
H -1.1571 1.9748 1.9609
H -2.6521 7.4608 -3.7729
H 2.6849 -2.0142 5.0366
H 2.1371 5.1277 -2.9320
O -0.2224 -5.4183 -1.0022
O -0.9030 -2.7744 4.6083
H -2.4632 0.5986 -5.9948
H 3.2463 -2.0398 6.7142
H -1.1820 3.5516 1.4667
H 0.9055 -1.5876 -1.3765
C 1.8729 6.6609 -0.3131
H 0.6977 -1.8855 0.3494
H 1.2927 -5.1248 2.5347
O 0.5378 0.6052 1.4330
H 3.6515 -3.5276 1.6966
C -1.0811 -0.2277 4.4918
H 2.0812 3.8838 3.3938
S 4.2040 -2.2838 -0.3726
H -1.6689 -7.4748 -1.7047
H 1.1001 2.4386 3.1174
H -3.7026 -2.3555 3.1705
O -2.2183 -5.1164 1.4165
O 3.8626 -4.2756 4.0164
H -1.2047 -4.8930 4.1943
O -3.6318 -0.6580 -2.8434
C 0.3828 -1.2607 -0.4836
H -3.1664 -0.6103 2.8763
S 0.5078 5.8082 -1.1579
C -2.3379 -6.6055 -1.9963
C -1.6408 -1.8290 -5.4077
H -2.0309 -6.3797 4.0352
H -0.0689 2.3563 -0.6554
C 4.5631 0.8997 -4.1028
H 3.9001 0.1025 -4.4060
H -2.9223 -6.7960 -2.9154
H 2.5624 7.0191 -1.0561
H -3.0816 -6.4458 -1.1952
H -1.1458 1.0681 -0.9459
H 5.3424 0.4428 -3.4729
C -4.4090 3.6815 1.2212
O 3.5499 4.0103 0.9383
S 0.9881 0.4041 0.0277
C 4.8624 2.5743 -2.0800
H 1.6604 -3.8943 6.8314
O -4.1627 5.5575 -2.2633
C -2.8691 -1.6644 3.1245
C -1.1190 -5.8729 3.7477
S 2.6786 2.8550 1.2113
C -0.0939 1.3300 -0.9988
S -2.6389 5.5977 -2.3174
C -2.4018 -3.8887 -1.4435
C 4.1996 -2.6699 1.3807
S -3.2779 2.1940 0.8559
S -1.2200 -5.1500 -2.0725
C 3.5005 -2.3101 5.6754
H -5.0747 -0.8543 0.4791
H 4.6183 3.3061 -1.3429
H 5.1967 -2.7242 1.8156
H 0.9371 -4.6993 0.9325
C 0.4891 -4.7724 1.9257
H -1.1054 7.4385 -3.0669
H -2.4822 8.0727 -2.1076
H -2.2815 2.8510 2.8595
H -2.2980 -3.9312 -0.3607
O 0.0787 -0.6142 -3.7548
H 3.3202 1.0440 2.7330
H -0.2472 -0.2740 5.1821
C -2.1508 7.2919 -2.8175
H 0.8131 3.9136 2.2223
H 1.7542 -5.4030 6.0073
C -1.8549 2.7607 1.8940
H 0.9268 3.9043 -2.5739
H -4.5710 3.6644 2.3274
H -0.7410 -0.1885 3.4560
H 5.7612 2.8945 -2.7096
H 1.3639 -3.9673 5.0667
H 4.3878 1.0912 1.3278
H -2.6053 3.8809 -3.9828
H 6.0460 -3.8999 -0.5123
H -2.0075 5.4434 -4.7745
C -1.9403 4.7686 -3.9062
H 3.7116 -1.8545 1.8815
C -5.9310 0.2691 -2.0088
H -3.3543 -4.1772 -1.8103
S -1.0423 -5.9024 1.9577
C 5.0959 -3.7949 -1.0247
S -0.4506 -0.5422 -5.1521
O -0.1295 4.9661 -0.0412
H 0.1007 -3.7809 2.2591
H -4.0872 4.6579 0.8188
H 4.8404 1.3353 -5.0674
H 4.5392 2.3590 2.5734
H -2.1244 -2.0673 2.4835
H -6.3588 -0.6892 -2.1781
*
```

Computed properties:
* HOMO level: -0.3123 hartree
* maximum force: 0.05602 Eh/bohr
* Kohn-Sham gap: 8.896 eV
* molecular weight: 1015.77 g mol⁻¹

***

Computed, not measured: a molecular structure, C21H16Cl2N2O2S2Sc, with ωB97M-V/def2-TZVPD.

Geometry as ORCA input:
```
! wB97M-V def2-TZVPD RIJCOSX def2/J DEFGRID3
* xyz 1 1
C 0.4299 0.7827 4.8401
C -0.5390 -0.6252 -2.0552
H 4.0930 -0.5723 -2.5445
C 4.2437 0.3611 -2.0000
C -3.5601 -0.4314 0.9868
N -2.4233 -0.3827 0.1115
C -4.7616 -0.6754 0.3237
C 0.7528 0.5101 3.5260
C -3.6149 -0.2776 2.3788
C 1.4705 0.8212 5.7521
H -6.8998 -0.9498 0.4105
N 5.0891 1.3237 -2.6845
Cl -0.5836 0.4479 2.3771
O 1.9916 0.3040 -1.2359
C -4.8283 -0.3597 3.0295
H -6.9572 -0.6552 2.8711
C 3.0380 0.3177 3.9969
C -5.9937 -0.7581 0.9711
C -0.2215 -1.0313 -4.4442
S -4.4872 -0.8661 -1.3585
O 2.7405 2.2242 -2.0213
H -0.5944 0.9581 5.1397
S 2.3248 -0.0585 1.3529
H -3.5068 -0.9850 -3.7086
H 5.2825 1.0644 -3.6411
C -2.8122 -0.6125 -1.1189
C -1.5947 -1.0826 -4.6350
Sc 0.2193 -0.0999 -0.0608
C -1.9079 -0.7148 -2.2766
H 3.6062 2.4951 -2.4247
H 1.2691 1.0293 6.7941
H 0.4517 -1.1647 -5.2827
H 5.9670 1.4767 -2.2099
C 2.0183 0.2595 3.0386
C -6.0190 -0.5955 2.3361
H 1.3559 -0.7774 -3.0639
H 3.5959 0.6240 6.0280
C 2.8948 0.9628 -1.7334
C 0.2844 -0.8029 -3.1721
C 2.7718 0.5915 5.3278
Cl 4.6894 0.0440 3.5456
H -2.0101 -1.2509 -5.6199
C -2.4362 -0.9288 -3.5471
H -2.7393 -0.1046 2.9706
H 4.6393 0.0934 -1.0177
H -4.8515 -0.2399 4.1053
*
```

Computed properties:
* HOMO level: -0.4032 hartree
* maximum force: 0.01729 Eh/bohr
* Kohn-Sham gap: 7.316 eV
* molecular weight: 508.37 g mol⁻¹